Record 1
{"formula": "C24H39AgN2O6", "method": "ωB97M-V with the def2-TZVPD basis set", "elements": ["Ag", "C", "C", "C", "O", "C", "C", "C", "O", "O", "O", "H", "H", "C", "C", "C", "C", "C", "C", "N", "O", "C", "C", "C", "H", "H", "H", "H", "H", "H", "H", "H", "H", "H", "H", "H", "H", "H", "H", "H", "H", "H", "C", "C", "C", "C", "C", "C", "N", "O", "C", "C", "C", "H", "H", "H", "H", "H", "H", "H", "H", "H", "H", "H", "H", "H", "H", "H", "H", "H", "H", "H"], "xyz": [[22.952, 12.862, 29.935], [19.982, 10.125, 32.482], [18.990, 9.123, 32.399], [18.170, 9.066, 31.062], [17.082, 8.463, 31.192], [18.579, 9.725, 29.907], [19.587, 10.662, 30.052], [20.290, 10.888, 31.406], [21.390, 11.572, 31.564], [19.948, 11.194, 28.943], [18.608, 8.480, 33.335], [20.485, 10.234, 33.432], [18.236, 9.490, 28.911], [22.688, 16.219, 26.281], [23.152, 15.560, 27.656], [23.897, 16.705, 28.511], [22.934, 17.669, 29.289], [21.963, 16.903, 30.132], [21.166, 15.789, 29.309], [22.101, 14.952, 28.482], [21.494, 13.768, 27.841], [20.140, 16.579, 28.410], [20.365, 14.876, 30.382], [24.304, 14.458, 27.528], [23.458, 16.749, 25.720], [21.879, 16.948, 26.334], [22.272, 15.386, 25.716], [24.532, 17.191, 27.771], [24.630, 16.269, 29.190], [22.337, 18.229, 28.569], [23.366, 18.307, 30.060], [21.192, 17.549, 30.552], [22.460, 16.587, 31.050], [19.098, 16.560, 28.729], [20.043, 16.187, 27.398], [20.272, 17.654, 28.535], [19.946, 13.977, 29.931], [19.421, 15.260, 30.771], [21.020, 14.485, 31.161], [24.818, 14.161, 28.442], [25.029, 14.928, 26.864], [23.936, 13.572, 27.009], [26.317, 9.928, 28.925], [24.847, 10.039, 29.515], [24.348, 8.641, 29.907], [24.928, 8.166, 31.270], [24.729, 9.280, 32.335], [25.314, 10.642, 31.971], [24.839, 10.970, 30.621], [25.376, 12.232, 30.235], [24.717, 11.628, 33.050], [26.837, 10.692, 32.113], [23.994, 10.623, 28.288], [26.807, 10.878, 28.711], [27.040, 9.315, 29.462], [26.231, 9.323, 28.023], [23.285, 8.438, 29.776], [24.855, 7.926, 29.260], [24.331, 7.353, 31.685], [25.964, 7.843, 31.161], [25.183, 8.911, 33.255], [23.667, 9.396, 32.551], [25.214, 11.536, 34.016], [23.630, 11.555, 33.082], [24.748, 12.714, 32.968], [27.279, 11.686, 32.183], [27.360, 10.263, 31.258], [27.304, 10.084, 32.889], [22.935, 10.547, 28.534], [24.048, 11.615, 27.838], [24.108, 9.889, 27.491], [26.323, 12.079, 30.194]], "forces_ev_per_angstrom": [[-1.565, -0.799, 0.506], [-0.864, -0.656, 0.240], [-0.649, 1.954, -1.433], [-2.368, -1.426, 1.061], [0.621, -0.083, -0.488], [0.835, -0.081, 1.369], [0.384, -0.012, -2.966], [2.402, -0.047, 0.050], [0.231, 1.553, -1.751], [1.325, 1.158, 1.636], [-0.345, -1.782, 1.672], [0.293, 0.135, -0.022], [-0.360, 0.150, 0.143], [-0.456, -1.371, 0.709], [2.234, 1.026, 1.417], [-0.882, 0.000, 0.134], [0.065, -0.604, -0.660], [-0.983, -1.557, -0.394], [-1.529, 0.137, 1.781], [-2.532, -3.238, -1.682], [2.128, 4.382, 2.388], [-0.517, -0.289, 0.462], [0.581, -0.470, -1.647], [-1.163, 1.069, -1.695], [0.453, -0.504, 0.242], [-0.012, -0.081, 0.707], [0.148, 0.072, -0.434], [-0.195, 0.478, 0.025], [-0.306, -0.314, 0.311], [0.345, 0.434, -0.060], [0.827, 0.488, -0.806], [-0.186, 0.216, -0.290], [0.148, -0.957, -0.181], [-0.019, -0.873, 0.707], [0.571, 0.404, -0.098], [0.691, 0.092, -0.901], [0.504, -0.281, -0.647], [0.516, 1.043, 0.249], [0.011, 0.321, 0.220], [-0.402, 0.278, 0.250], [0.353, -0.145, -0.006], [-0.098, 0.053, 0.058], [-0.297, -1.218, -0.173], [1.515, 1.116, -2.031], [1.230, -1.022, 0.341], [-1.424, 1.546, 0.570], [0.555, -0.901, -0.305], [-0.346, 0.754, 1.299], [-1.326, 0.945, 1.124], [-0.188, -0.293, 0.016], [-0.505, 0.541, -0.451], [1.350, -0.471, -0.934], [-0.864, -1.591, 0.942], [-0.256, 0.009, -0.225], [-0.203, 0.117, 0.724], [-0.060, 0.486, -0.459], [-0.082, 0.603, 0.370], [-0.283, 0.184, -0.802], [0.176, -0.381, -0.448], [0.058, 0.124, 0.099], [0.094, 0.303, 0.225], [-0.096, 0.025, -0.284], [-0.249, -0.853, 0.126], [-0.119, -0.852, 0.371], [0.908, 0.252, -1.211], [-0.372, 0.255, 0.291], [-0.247, -0.066, -0.423], [-0.672, 0.136, 0.610], [-0.320, -0.128, 0.344], [1.120, 0.104, 0.484], [0.111, 0.096, -0.210], [0.558, 0.307, -0.157]], "spin_multiplicity": 2, "homo_lumo_gap_ev": [4.489, 3.641], "charge": -1}

=====

Record 2
{"formula": "C24H39Br3O13S", "method": "ωB97M-V with the def2-TZVPD basis set", "elements": ["O", "C", "O", "C", "C", "C", "H", "H", "H", "H", "H", "H", "O", "C", "O", "C", "C", "C", "H", "H", "H", "H", "H", "H", "O", "C", "O", "C", "C", "C", "H", "H", "H", "H", "H", "H", "O", "C", "O", "C", "C", "C", "H", "H", "H", "H", "H", "H", "O", "C", "O", "C", "C", "C", "H", "H", "H", "H", "H", "H", "O", "S", "O", "O", "C", "C", "C", "H", "H", "H", "H", "H", "H", "H", "H", "C", "Br", "Br", "Br", "H"], "xyz": [[-0.297, 21.942, -0.135], [0.229, 22.920, 0.320], [0.797, 23.866, -0.457], [1.241, 24.967, 0.372], [1.486, 24.345, 1.740], [0.367, 23.321, 1.780], [0.377, 25.636, 0.434], [2.064, 25.523, -0.064], [1.422, 25.090, 2.532], [2.471, 23.878, 1.764], [-0.615, 23.741, 2.011], [0.540, 22.462, 2.421], [-2.203, 23.151, -3.791], [-3.207, 23.431, -4.372], [-3.565, 22.820, -5.534], [-4.863, 23.189, -5.962], [-5.534, 23.970, -4.799], [-4.326, 24.324, -3.894], [-5.447, 22.292, -6.164], [-4.826, 23.767, -6.885], [-6.235, 23.320, -4.283], [-6.010, 24.890, -5.121], [-4.548, 24.088, -2.855], [-4.094, 25.382, -3.984], [-4.297, 22.329, -0.370], [-4.044, 21.241, -0.817], [-4.608, 20.130, -0.304], [-4.160, 18.971, -1.024], [-2.852, 19.385, -1.702], [-3.041, 20.886, -1.894], [-4.933, 18.711, -1.751], [-4.021, 18.128, -0.353], [-2.683, 18.815, -2.613], [-1.994, 19.197, -1.054], [-3.464, 21.090, -2.879], [-2.167, 21.519, -1.766], [-2.709, 22.553, 5.809], [-3.059, 22.234, 4.710], [-2.390, 22.635, 3.605], [-3.069, 22.222, 2.395], [-4.031, 21.094, 2.813], [-4.215, 21.341, 4.317], [-2.285, 21.867, 1.721], [-3.520, 23.078, 1.909], [-3.548, 20.136, 2.631], [-4.936, 21.172, 2.216], [-4.235, 20.407, 4.870], [-5.159, 21.863, 4.477], [-9.578, 26.914, 0.709], [-8.785, 27.764, 0.956], [-7.920, 28.236, 0.014], [-7.127, 29.338, 0.509], [-7.197, 29.167, 2.035], [-8.559, 28.523, 2.254], [-7.662, 30.237, 0.199], [-6.094, 29.323, 0.181], [-7.034, 30.093, 2.586], [-6.400, 28.488, 2.349], [-9.344, 29.279, 2.340], [-8.596, 27.889, 3.134], [-7.638, 21.976, 0.667], [-7.944, 23.321, 0.303], [-9.295, 23.755, 0.248], [-7.153, 24.322, 1.261], [-7.444, 24.150, 2.666], [-6.218, 24.557, 3.443], [-7.183, 23.768, -1.223], [-7.649, 23.095, 2.857], [-8.316, 24.751, 2.920], [-6.192, 24.115, 4.443], [-6.143, 25.634, 3.605], [-5.318, 24.225, 2.927], [-7.722, 23.194, -1.972], [-6.127, 23.512, -1.194], [-7.351, 24.836, -1.320], [-3.433, 25.645, 0.034], [-2.040, 26.266, -1.157], [-5.075, 26.570, -0.212], [-2.819, 25.676, 1.853], [-3.579, 24.603, -0.229]], "forces_ev_per_angstrom": [[-0.133, 0.000, -0.049], [0.310, -0.139, 0.213], [0.389, 0.152, -0.196], [-0.939, 0.092, 0.389], [-0.076, 0.406, -0.078], [-0.018, -0.336, -0.451], [0.168, 0.187, 0.033], [0.167, -0.415, -0.278], [0.065, -0.023, 0.021], [-0.049, -0.115, 0.104], [0.163, 0.197, 0.377], [-0.089, -0.066, -0.028], [0.268, 0.230, -0.268], [-0.385, -0.312, 0.289], [0.432, -0.001, 0.049], [-1.145, 0.325, 0.158], [1.124, 0.091, 0.029], [-0.984, -0.182, -0.288], [0.256, -0.151, -0.108], [0.285, 0.069, 0.027], [-0.142, 0.124, 0.046], [-0.322, -0.192, -0.156], [0.288, 0.148, 0.118], [0.346, -0.029, 0.121], [-0.187, 0.352, -0.100], [0.383, -0.226, 0.084], [0.009, -0.012, 0.063], [0.254, -0.164, -0.419], [0.239, -0.048, 0.167], [-0.308, -0.147, -0.046], [0.003, 0.007, 0.002], [-0.175, 0.169, 0.264], [-0.046, 0.160, -0.106], [-0.107, 0.014, 0.112], [-0.081, 0.157, 0.066], [0.127, -0.144, -0.084], [-0.081, 0.027, 0.014], [0.162, -0.220, 0.093], [-0.285, 0.247, -0.146], [0.674, -0.705, 0.039], [0.387, 0.667, -0.141], [-0.477, -0.101, -0.870], [-0.071, -0.017, -0.020], [-0.350, 0.034, 0.255], [-0.120, -0.071, -0.027], [-0.117, -0.236, 0.125], [0.088, 0.143, 0.331], [0.102, 0.049, 0.306], [-0.086, -0.130, 0.000], [0.142, 0.224, 0.226], [0.654, -0.131, -0.437], [-1.071, 0.004, 1.165], [0.375, 0.033, 0.102], [0.299, 0.303, -0.100], [0.373, 0.188, -0.113], [-0.128, -0.215, -0.543], [-0.151, 0.069, -0.128], [-0.084, -0.074, -0.058], [-0.056, -0.074, -0.011], [-0.162, -0.180, -0.105], [0.107, -0.338, 0.081], [0.331, 0.605, -0.227], [-0.770, -0.161, 0.035], [0.097, -0.199, -0.073], [0.193, -0.197, 0.281], [0.366, 0.291, 0.414], [0.016, -0.094, 0.444], [-0.153, 0.043, -0.088], [-0.086, -0.064, -0.072], [-0.224, -0.086, -0.089], [-0.004, 0.005, -0.269], [-0.016, -0.005, -0.048], [0.006, 0.065, -0.117], [-0.004, -0.022, 0.020], [0.007, 0.020, -0.235], [0.495, -0.370, -0.259], [-0.140, 0.065, -0.028], [-0.167, 0.183, -0.007], [-0.007, 0.285, 0.134], [-0.156, -0.037, 0.071]], "homo_lumo_gap_ev": 10.172, "charge": 0, "de_lowest_kj_mol": 0.0}

=====

no.,strongest force on any atom (eV/Å),electronic energy (Ha)
1,5.42,-1645.555540
2,1.58,-10036.297189